Molecular formula: C12H21BBr18FNO3
Method: DFT, the ωB97M-V functional and the def2-TZVPD basis

As for the strongest force on any atom: 3.5 eV Å⁻¹. For the energy relative to the best compared isomer or geometry (same formula, charge and spin), the calculation gives 69.4 kcal/mol. Its LUMO energy is -0.014 hartree. The net charge is 0. For the HOMO-LUMO gap, the calculation gives 9.59 eV.

Cartesian coordinates (Å):
C 4.829 -0.489 0.666
O 4.796 0.952 1.049
B 4.537 1.668 -0.226
O 5.720 1.779 -1.151
C 3.058 2.261 -0.640
N 3.305 3.694 -1.156
C 1.999 2.411 0.603
O 1.565 1.145 1.213
C 1.093 0.171 0.218
C 0.017 0.749 -0.874
C -1.202 1.648 -0.245
F -0.641 -0.464 -1.488
H 5.927 -0.903 0.535
H 4.221 -0.606 -0.333
H 4.289 -1.108 1.531
H 5.539 1.227 -1.989
H 2.666 1.647 -1.558
H 4.104 3.716 -1.826
H 2.428 3.901 -1.709
H 1.111 3.120 0.272
H 2.576 3.010 1.458
H 1.990 -0.367 -0.331
H 0.536 -0.693 0.823
H 0.496 1.330 -1.770
H -2.182 1.025 -0.072
H -0.874 2.276 0.715
H -1.457 2.477 -1.066
C 0.642 -0.189 4.672
Br 0.845 -0.237 6.606
Br 1.928 -1.345 3.780
Br -1.184 -0.580 4.126
H 0.859 0.836 4.353
C -5.695 0.266 -1.044
Br -6.693 -1.040 -2.084
Br -3.791 0.205 -1.440
Br -6.419 2.060 -1.249
H -5.811 -0.007 0.009
C -10.001 -3.920 -2.206
Br -9.207 -5.428 -1.268
Br -10.362 -2.430 -1.007
Br -8.930 -3.374 -3.735
H -10.967 -4.258 -2.595
C 5.348 2.718 4.351
Br 3.439 2.689 4.720
Br 6.068 4.525 4.399
Br 6.330 1.516 5.524
H 5.482 2.348 3.329
C -11.365 -8.642 -1.109
Br -10.906 -10.447 -0.548
Br -12.699 -8.642 -2.526
Br -11.906 -7.532 0.394
H -10.456 -8.196 -1.526
C 8.988 2.676 -3.197
Br 7.990 1.370 -4.237
Br 10.892 2.614 -3.593
Br 8.264 4.470 -3.402
H 8.872 2.402 -2.144

Cartesian forces, eV/Å:
-0.24 -0.64 0.40
-0.54 0.04 -2.97
1.81 -1.12 0.55
-3.08 -1.70 0.13
0.40 0.56 -0.29
-1.30 -1.04 -0.75
1.15 1.00 0.23
-0.36 0.51 -2.46
-0.78 -1.27 -0.01
-0.93 -0.16 0.27
0.45 1.16 -0.51
1.40 2.17 1.08
-2.20 1.05 0.17
1.19 -0.24 1.82
1.13 1.48 -2.00
0.41 1.55 1.69
0.40 0.64 1.87
-0.91 -0.22 0.74
1.52 0.10 0.69
1.57 -1.66 0.53
-1.30 -1.44 -1.84
-1.70 1.27 0.93
1.15 2.05 -1.24
-0.78 -1.33 1.74
2.62 1.34 0.09
-0.66 -1.77 -2.00
0.37 -1.85 1.74
0.10 0.25 -0.08
-0.06 -0.04 -0.51
-0.35 0.24 0.28
0.46 0.05 0.12
-0.07 -0.48 0.07
-0.02 -0.14 0.12
0.23 0.36 0.24
-1.12 -0.31 -0.30
0.18 -0.42 0.01
0.06 0.13 -0.49
-0.26 -0.03 -0.07
-0.07 0.44 -0.23
0.14 -0.42 -0.31
-0.23 -0.14 0.39
0.45 0.15 0.18
0.09 -0.12 -0.28
0.44 0.04 -0.03
-0.22 -0.46 0.05
-0.29 0.34 -0.26
-0.11 0.10 0.41
0.19 0.08 -0.05
-0.17 0.46 -0.13
0.31 0.00 0.39
0.04 -0.36 -0.36
-0.42 -0.18 0.18
0.00 0.02 0.31
0.23 0.31 0.19
-0.52 0.02 0.04
0.19 -0.49 -0.01
0.00 0.12 -0.48